Here is a structure of composition C38H33N11O5S2W in a non-equilibrium geometry from the Open Molecules 2025 dataset. Energies are from ωB97M-V/def2-TZVPD.

Cartesian coordinates (Å):
1 W 0.034 0.126 0.118
2 O -4.003 -1.009 0.432
3 C -2.931 -0.549 0.090
4 N -1.696 -1.101 0.184
5 C -1.575 -2.398 0.737
6 C -2.574 -3.366 0.728
7 C -2.337 -4.613 1.291
8 C -1.113 -4.894 1.869
9 C -0.103 -3.941 1.871
10 C -0.328 -2.693 1.293
11 N 0.630 -1.660 1.128
12 C 1.885 -1.794 1.599
13 O 2.357 -2.700 2.270
14 C 2.825 -0.806 0.983
15 C 4.162 -0.817 1.317
16 C 5.041 -0.059 0.570
17 C 4.535 0.641 -0.511
18 C 3.178 0.622 -0.750
19 N 2.317 -0.071 0.000
20 C -2.875 0.787 -0.571
21 C -4.017 1.247 -1.248
22 C -3.910 2.381 -2.066
23 C -2.714 3.016 -2.135
24 C -1.540 2.547 -1.392
25 N -1.721 1.374 -0.552
26 H -3.535 -3.143 0.299
27 H -3.125 -5.356 1.280
28 H -0.930 -5.861 2.324
29 H 0.844 -4.162 2.326
30 H 4.464 -1.434 2.151
31 H 6.096 -0.018 0.813
32 H 5.175 1.228 -1.155
33 H 2.756 1.173 -1.576
34 H -4.930 0.677 -1.154
35 H -4.761 2.725 -2.642
36 H -2.572 3.902 -2.744
37 H -1.122 3.371 -0.803
38 N -0.183 6.780 5.155
39 C 0.289 5.729 4.390
40 C 0.496 4.475 4.969
41 C 1.016 3.437 4.224
42 C 1.333 3.649 2.891
43 C 1.124 4.886 2.289
44 C 0.599 5.919 3.038
45 S 2.023 2.352 1.953
46 O 3.191 2.857 1.290
47 O 2.176 1.209 2.806
48 N 0.884 1.959 0.772
49 C 1.009 2.483 -0.492
50 N 1.355 3.694 -0.787
51 C 1.197 4.026 -2.125
52 C 0.368 3.343 -2.926
53 C -0.307 2.152 -2.330
54 N 0.597 1.505 -1.390
55 H -0.634 6.561 6.025
56 H -0.537 7.587 4.675
57 H 0.233 4.318 6.009
58 H 1.166 2.455 4.657
59 H 1.372 5.016 1.241
60 H 0.426 6.889 2.583
61 H 1.742 4.903 -2.460
62 H 0.170 3.630 -3.953
63 H -0.671 1.463 -3.077
64 S -0.846 0.288 2.504
65 C -1.775 1.714 2.974
66 C -1.991 2.855 2.196
67 C -2.758 3.906 2.679
68 C -3.321 3.847 3.946
69 C -3.116 2.716 4.724
70 C -2.357 1.658 4.245
71 H -1.549 2.912 1.217
72 H -2.916 4.781 2.059
73 H -3.923 4.667 4.322
74 H -3.562 2.653 5.711
75 H -2.218 0.762 4.842
76 C 2.276 -3.433 -4.113
77 N 1.214 -2.870 -3.295
78 C 0.088 -2.194 -3.892
79 C -0.387 -1.318 -2.753
80 O -1.349 -0.611 -2.812
81 N 0.487 -1.469 -1.665
82 C 1.392 -2.368 -2.055
83 N 2.408 -2.804 -1.315
84 H 1.827 -3.990 -4.931
85 H 2.889 -4.126 -3.542
86 H 2.921 -2.653 -4.526
87 H -0.686 -2.891 -4.207
88 H 0.376 -1.577 -4.746
89 H 2.354 -2.650 -0.324
90 H 2.837 -3.673 -1.581

The expectation value of S² is 2.033. The orbital gap (alpha / beta) is 6.758 / 5.359 eV. As for the multiplicity: 3. The calculation puts the highest occupied orbital energy (alpha / beta) at -6.874 / -6.914 eV.

Here is a structure of composition C38H34N2O4P2Pd from the Open Molecules 2025 dataset. Energies are from ωB97M-V/def2-TZVPD.

Cartesian coordinates (Å):
1 Pd 0.561 0.851 -0.366
2 O 1.280 -2.140 0.710
3 C 1.429 -2.225 2.091
4 C 1.748 -3.374 2.785
5 C 1.898 -3.281 4.166
6 C 1.733 -2.069 4.820
7 C 1.362 -0.934 4.107
8 C 1.173 -1.011 2.729
9 P 0.506 0.469 1.938
10 C 1.568 1.828 2.275
11 C 1.113 3.009 2.900
12 C 2.028 3.984 3.239
13 C 3.382 3.807 2.950
14 C 3.842 2.641 2.337
15 C 2.945 1.651 2.002
16 C -1.180 0.687 2.423
17 C -1.868 1.863 2.075
18 C -3.158 2.057 2.527
19 C -3.779 1.087 3.312
20 C -3.112 -0.087 3.641
21 C -1.816 -0.293 3.201
22 C 1.869 -2.774 -0.269
23 C 2.880 -3.766 -0.145
24 C 3.311 -4.395 -1.280
25 C 2.773 -4.042 -2.534
26 C 1.838 -2.979 -2.661
27 C 1.409 -2.313 -1.547
28 P 0.168 -0.964 -1.641
29 C 0.447 -0.135 -3.175
30 C 1.762 0.021 -3.660
31 C 1.981 0.700 -4.843
32 C 0.903 1.231 -5.546
33 C -0.398 1.104 -5.059
34 C -0.633 0.441 -3.872
35 C -1.448 -1.672 -1.461
36 C -2.051 -2.242 -2.592
37 C -3.273 -2.882 -2.454
38 C -3.885 -2.958 -1.209
39 C -3.281 -2.397 -0.088
40 C -2.058 -1.757 -0.208
41 H 1.843 -4.332 2.294
42 H 2.147 -4.170 4.732
43 H 1.871 -2.008 5.891
44 H 1.203 0.001 4.633
45 H 0.071 3.135 3.155
46 H 1.697 4.879 3.747
47 H 4.090 4.579 3.225
48 H 4.898 2.512 2.143
49 H 3.303 0.728 1.558
50 H -1.395 2.626 1.468
51 H -3.682 2.973 2.287
52 H -4.786 1.254 3.674
53 H -3.593 -0.831 4.262
54 H -1.299 -1.201 3.486
55 H 3.307 -4.001 0.819
56 H 4.072 -5.163 -1.223
57 H 3.104 -4.563 -3.425
58 H 1.488 -2.709 -3.649
59 H 2.610 -0.384 -3.121
60 H 2.987 0.812 -5.224
61 H 1.076 1.749 -6.481
62 H -1.226 1.519 -5.618
63 H -1.644 0.348 -3.497
64 H -1.580 -2.192 -3.565
65 H -3.747 -3.324 -3.321
66 H -4.838 -3.461 -1.111
67 H -3.764 -2.466 0.878
68 H -1.591 -1.317 0.664
69 C -1.554 4.427 -2.090
70 N -2.556 3.405 -1.783
71 C -2.292 2.199 -1.308
72 N -3.297 1.331 -1.093
73 O -1.091 1.830 -1.097
74 H -1.565 5.215 -1.339
75 H -1.772 4.861 -3.063
76 H -0.572 3.966 -2.124
77 H -3.525 3.662 -1.906
78 H -4.265 1.584 -1.212
79 H -3.087 0.452 -0.650
80 O 2.609 2.762 -0.735
81 O 2.376 2.573 -1.900

The charge is +4. The expectation value of S² is 6.043. The orbital gap (alpha / beta) is 5.758 / 5.014 eV. As for the multiplicity: 5. The calculation puts the energy relative to the best compared isomer or geometry (same formula, charge and spin) at 0.0 kJ/mol. The calculation puts the highest occupied orbital energy (alpha / beta) at -19.196 / -19.556 eV.